## 1
This record from the Open Molecules 2025 dataset describes an isolated molecule of C18H27N3O. The level of theory is wB97M-V/def2-TZVPD.

Bonds (Å) are listed after each position.
CARTESIAN COORDINATES (ANGSTROEM)
1 C -2.8079 -3.3064 -0.5629  C2 1.525, H47 1.088, H48 1.086, H49 1.088
2 C -2.5630 -3.1696 0.9358  C1 1.525, C3 1.530, H45 1.093, H46 1.092
3 C -1.0765 -3.0902 1.2879  C2 1.530, C4 1.526, H43 1.093, H44 1.093
4 C -0.4660 -1.7440 0.9095  C3 1.526, H5 1.093, H6 1.090, C7 1.532
5 H -0.9312 -0.9523 1.5025  C4 1.093
6 H -0.6658 -1.5354 -0.1420  C4 1.090
7 C 1.0468 -1.7172 1.1483  C4 1.532, N8 1.440, H41 1.094, H42 1.094
8 N 1.6191 -0.4627 0.7345  C7 1.440, C9 1.368, C16 1.374
9 C 2.0233 -0.1021 -0.5220  N8 1.368, N10 1.305, C21 1.490
10 N 2.4103 1.1419 -0.5995  C9 1.305, C11 1.371
11 C 2.2564 1.6630 0.6597  N10 1.371, C12 1.390, C16 1.414
12 C 2.5009 2.9430 1.1424  C11 1.390, C13 1.379, H20 1.079
13 C 2.2234 3.1887 2.4706  C12 1.379, C14 1.396, H19 1.080
14 C 1.7162 2.1945 3.3089  C13 1.396, C15 1.381, H18 1.080
15 C 1.4682 0.9165 2.8493  C14 1.381, C16 1.385, H17 1.080
16 C 1.7434 0.6611 1.5158  N8 1.374, C11 1.414, C15 1.385
17 H 1.0725 0.1547 3.5047  C15 1.080
18 H 1.5114 2.4333 4.3421  C14 1.080
19 H 2.4002 4.1734 2.8775  C13 1.080
20 H 2.8933 3.7091 0.4926  C12 1.079
21 C 1.9756 -1.0315 -1.6854  C9 1.490, H22 1.093, H23 1.090, C24 1.537
22 H 2.9210 -1.5723 -1.7790  C21 1.093
23 H 1.1734 -1.7548 -1.5413  C21 1.090
24 C 1.7033 -0.2529 -2.9823  C21 1.537, N25 1.449, H39 1.089, H40 1.093
25 N 0.6437 0.7208 -2.8158  C24 1.449, C26 1.352, H38 1.008
26 C -0.5979 0.3623 -2.4181  N25 1.352, O27 1.217, C28 1.517
27 O -0.9696 -0.7951 -2.3633  C26 1.217
28 C -1.4854 1.5351 -2.0463  C26 1.517, H29 1.091, H30 1.091, C31 1.533
29 H -1.3236 2.3603 -2.7419  C28 1.091
30 H -2.5264 1.2153 -2.1106  C28 1.091
31 C -1.1766 1.9900 -0.6153  C28 1.533, C32 1.523, H36 1.092, H37 1.092
32 C -2.0401 3.1747 -0.2028  C31 1.523, H33 1.088, H34 1.087, H35 1.088
33 H -3.0953 2.9142 -0.2464  C32 1.088
34 H -1.8003 3.4787 0.8134  C32 1.087
35 H -1.8682 4.0214 -0.8639  C32 1.088
36 H -0.1231 2.2670 -0.5338  C31 1.092
37 H -1.3529 1.1565 0.0679  C31 1.092
38 H 0.9493 1.6590 -2.6096  N25 1.008
39 H 2.5970 0.2854 -3.2946  C24 1.089
40 H 1.4069 -0.9591 -3.7626  C24 1.093
41 H 1.5306 -2.5284 0.5972  C7 1.094
42 H 1.2635 -1.8550 2.2118  C7 1.094
43 H -0.5444 -3.8899 0.7674  C3 1.093
44 H -0.9484 -3.2515 2.3618  C3 1.093
45 H -2.9988 -4.0326 1.4457  C2 1.093
46 H -3.0681 -2.2765 1.3103  C2 1.092
47 H -3.8754 -3.3552 -0.7650  C1 1.088
48 H -2.3960 -2.4662 -1.1149  C1 1.086
49 H -2.3486 -4.2187 -0.9380  C1 1.088

Calculated values
structure (SMILES): CCCCCn1c(CCNC(=O)CCC)nc2ccccc21
HOMO-LUMO gap: 9.3 eV
LUMO level: 0.87 eV

---

## 2
This record from the Open Molecules 2025 dataset describes an isolated molecule of C18H27N3O. The level of theory is wB97M-V/def2-TZVPD.

Bonds (Å) are listed after each position.
CARTESIAN COORDINATES (ANGSTROEM)
1 C 3.1466 3.9747 2.7445  C2 1.524, H47 1.087, H48 1.088, H49 1.088
2 C 4.3171 3.1275 3.2301  C1 1.524, C3 1.529, H45 1.093, H46 1.092
3 C 4.0846 1.6264 3.0540  C2 1.529, C4 1.526, H43 1.093, H44 1.092
4 C 4.0769 1.1918 1.5908  C3 1.526, C5 1.532, H41 1.092, H42 1.090
5 C 3.8523 -0.3184 1.4621  C4 1.532, C6 1.507, H39 1.090, H40 1.090
6 C 3.8666 -0.7342 0.0133  C5 1.507, O7 1.212, N8 1.367
7 O 4.7792 -1.3101 -0.5382  C6 1.212
8 N 2.7478 -0.3986 -0.6970  C6 1.367, N9 1.349, H38 1.019
9 N 1.7021 0.2445 -0.1372  N8 1.349, C10 1.268
10 C 0.6749 0.5668 -0.8076  N9 1.268, C11 1.494, C17 1.506
11 C -0.4148 1.3088 -0.1054  C10 1.494, H12 1.094, C13 1.534, H37 1.089
12 H -0.4504 2.3225 -0.5153  C11 1.094
13 C -1.7711 0.6237 -0.3153  C11 1.534, N14 1.457, H35 1.094, H36 1.104
14 N -1.8761 -0.0154 -1.6207  C13 1.457, C15 1.448, C21 1.449
15 C -1.0297 0.6060 -2.6174  N14 1.448, H16 1.093, C17 1.528, H20 1.104
16 H -1.2693 0.1785 -3.5943  C15 1.093
17 C 0.4227 0.2865 -2.2660  C10 1.506, C15 1.528, H18 1.095, H19 1.094
18 H 1.1046 0.8723 -2.8909  C17 1.095
19 H 0.6070 -0.7738 -2.4640  C17 1.094
20 H -1.1826 1.6975 -2.6868  C15 1.104
21 C -3.2573 -0.1763 -2.0278  N14 1.449, C22 1.506, H33 1.096, H34 1.107
22 C -3.9924 -1.0886 -1.0820  C21 1.506, C23 1.387, C27 1.390
23 C -5.2326 -0.7437 -0.5659  C22 1.387, C24 1.385, H32 1.081
24 C -5.8990 -1.6004 0.2940  C23 1.385, C25 1.383, H31 1.080
25 C -5.3268 -2.8081 0.6517  C24 1.383, C26 1.385, H30 1.080
26 C -4.0860 -3.1577 0.1438  C25 1.385, C27 1.382, H29 1.080
27 C -3.4252 -2.3047 -0.7200  C22 1.390, C26 1.382, H28 1.079
28 H -2.4562 -2.5666 -1.1171  C27 1.079
29 H -3.6349 -4.0992 0.4213  C26 1.080
30 H -5.8450 -3.4751 1.3248  C25 1.080
31 H -6.8657 -1.3214 0.6875  C24 1.080
32 H -5.6835 0.2003 -0.8395  C23 1.081
33 H -3.2606 -0.6284 -3.0258  C21 1.096
34 H -3.7855 0.7939 -2.0941  C21 1.107
35 H -1.9123 -0.1533 0.4425  C13 1.094
36 H -2.5705 1.3726 -0.1768  C13 1.104
37 H -0.1880 1.3818 0.9569  C11 1.089
38 H 2.7412 -0.6610 -1.6821  N8 1.019
39 H 4.6442 -0.8603 1.9799  C5 1.090
40 H 2.8849 -0.5754 1.8939  C5 1.090
41 H 5.0295 1.4563 1.1264  C4 1.092
42 H 3.2774 1.7052 1.0571  C4 1.090
43 H 4.8743 1.0840 3.5794  C3 1.093
44 H 3.1323 1.3543 3.5149  C3 1.092
45 H 4.4823 3.3326 4.2906  C2 1.093
46 H 5.2231 3.4175 2.6935  C2 1.092
47 H 2.9998 3.8624 1.6736  C1 1.087
48 H 3.3299 5.0265 2.9528  C1 1.088
49 H 2.2295 3.6799 3.2501  C1 1.088

Calculated values
structure (SMILES): CCCCCC(=O)NN=C1CCN(Cc2ccccc2)CC1
HOMO-LUMO gap: 9.5 eV
LUMO level: 0.69 eV

---

Stability comparison, relative energies in hartree: 1 0.0000; 2 0.0805

---

## 1
This record from the Open Molecules 2025 dataset describes the ion C5H9N2S with charge +1. The level of theory is wB97M-V/def2-TZVPD.

Bonds (Å) are listed after each position.
CARTESIAN COORDINATES (ANGSTROEM)
1 C -0.9846 1.1140 0.1200  N7 1.275, S8 1.620
2 C 1.4884 -0.0854 -0.0811  C4 1.573, N6 1.416, H9 1.094, H10 1.190
3 C -0.5291 -1.5543 -0.2050  C5 1.453, N6 1.425, H11 1.133, H12 1.107
4 C 1.3707 1.4742 0.0819  C2 1.573, N7 1.432, H13 1.145, H14 1.135
5 C -1.8692 -1.4219 0.3401  C3 1.453, S8 2.022, H15 1.111, H16 1.081
6 N 0.3768 -0.7254 0.5183  C2 1.416, C3 1.425
7 N 0.0089 1.9119 0.1503  C1 1.275, C4 1.432, H17 0.975
8 S -2.4399 0.4548 -0.1491  C1 1.620, C5 2.022
9 H 1.6745 -0.2583 -1.1447  C2 1.094
10 H 2.3562 -0.3961 0.6711  C2 1.190
11 H -0.3679 -2.6741 -0.2605  C3 1.133
12 H -0.5106 -1.2740 -1.2753  C3 1.107
13 H 2.1210 1.9895 0.7765  C4 1.145
14 H 1.8179 1.8243 -0.9004  C4 1.135
15 H -2.6926 -2.0385 -0.0793  C5 1.111
16 H -1.8373 -1.2207 1.4017  C5 1.081
17 H 0.0168 2.8801 0.0354  N7 0.975

Calculated values
charge: +1
HOMO-LUMO gap (spin up / spin down): 8.2 / 8.3 eV
LUMO level (spin up / spin down): -5.36 / -5.04 eV

---

## 2
This record from the Open Molecules 2025 dataset describes a cluster of 2 separate species, C5H9N2S in total. The level of theory is wB97M-V/def2-TZVPD.

Bonds (Å) are listed after each position.
CARTESIAN COORDINATES (ANGSTROEM)
1 C -0.7355 -1.2582 -2.2221  C2 1.386, C3 1.431, H9 1.058
2 C -1.2507 -2.2731 -1.4306  C1 1.386, C4 1.395, H10 1.029
3 C -0.2078 -0.0286 -1.7143  C1 1.431, C5 1.428, H11 1.102
4 C -0.9324 -2.4127 -0.0796  C2 1.395, S8 1.718, H12 1.113
5 C 0.2090 0.2056 -0.3688  C3 1.428, N6 1.304, S8 2.062
6 N 0.9284 1.1856 0.1024  C5 1.304, H13 0.977, H14 1.026
7 N 1.0753 2.2874 2.6052  H15 0.927, H16 1.002, H17 1.082
8 S -0.1357 -1.3176 0.9778  C4 1.718, C5 2.062
9 H -1.1158 -1.2800 -3.2087  C1 1.058
10 H -1.6471 -3.1246 -1.8507  C2 1.029
11 H 0.0025 0.7520 -2.4634  C3 1.102
12 H -1.2792 -3.4346 0.1933  C4 1.113
13 H 1.0992 1.9750 -0.4465  N6 0.977
14 H 0.8411 1.3239 1.1152  N6 1.026
15 H 1.1014 3.2097 2.5134  N7 0.927
16 H 1.8971 2.1060 3.1488  N7 1.002
17 H 0.1501 2.0843 3.1287  N7 1.082

Calculated values
charge: +1
HOMO-LUMO gap: 7.9 eV
LUMO level: -5.07 eV

---

Stability comparison, relative energies in hartree: 1 0.1100; 2 0.0000